C3H12NO | ωB97M-V/def2-TZVPD

Structure (XYZ):
```
17
Properties=species:S:1:pos:R:3:nbo_charge:R:1
C 1.929 -0.743 -1.556 -0.43
N 1.657 -1.071 -0.128 -0.69
H 2.653 -1.431 -1.958 0.24
H 2.373 0.242 -1.648 0.24
H 1.020 -0.757 -2.134 0.24
H 1.824 -2.065 0.025 0.44
H 2.301 -0.566 0.476 0.43
H 0.664 -0.863 0.162 0.48
C -1.215 0.877 0.031 -0.07
O -0.927 -0.528 0.312 -0.78
C -1.594 1.620 1.301 -0.64
H -1.968 0.932 -0.745 0.19
H -0.284 1.262 -0.371 0.17
H -1.787 -0.915 0.509 0.51
H -0.720 1.971 1.855 0.22
H -2.127 0.944 1.963 0.22
H -2.206 2.484 1.061 0.24
```

* ΔE to the lowest compared entry with this formula, charge and spin: 0.7701 eV
* net charge: +1
* maximum force: 0.747 eV Å⁻¹
* electronic energy: -6836.6444 eV